Record 1
34
Properties=species:S:1:pos:R:3:nbo_charge:R:1 method="wB97M-V/def2-TZVPD" homo_lumo_gap_ha=0.351 charge=0 smiles=OCCNCCCCOc1ccccc1F lumo_energy_ev=0.953 e_above_lowest_kj_mol=12.7
C 0.01298 -2.66804 1.04805 -0.236
C 1.02284 -2.48868 -1.10824 -0.245
H 0.70742 -1.25957 2.51123 0.231
C 1.80235 -1.44270 -0.65010 0.311
C -2.22318 0.36966 -1.11958 -0.243
C -0.78006 2.09274 -0.11928 -0.208
H 0.70327 3.30816 0.85703 0.211
H 2.14858 2.67920 -0.89627 0.214
H -0.84027 2.72494 -1.01115 0.184
H -2.08584 -0.52825 -1.73194 0.201
F 2.69110 -0.90611 -1.52289 -0.329
C 0.58000 2.26734 0.55515 -0.412
H 1.32111 1.13665 -1.10308 0.234
O -3.16248 -1.18482 0.52608 -0.719
O 2.38256 0.06559 1.21605 -0.514
C 1.69094 -0.95802 0.65412 0.298
C 1.72615 1.82763 -0.36332 -0.451
H -0.67813 -3.14852 1.72425 0.224
N -0.93448 0.71640 -0.55584 -0.644
H -2.54229 1.18690 -1.76938 0.194
H -0.49251 -3.91554 -0.62140 0.223
H 1.14710 -2.81061 -2.13011 0.232
H -0.70756 0.08776 0.21031 0.349
H 3.63736 0.80642 -0.27399 0.190
H -1.57009 2.41909 0.57886 0.166
H 0.59624 1.65730 1.46184 0.203
C 2.85144 1.13958 0.41137 -0.060
H -3.33214 0.86890 0.68108 0.153
C -3.31978 0.07611 -0.08258 -0.078
H 3.29141 1.82683 1.13928 0.188
C 0.11857 -3.10292 -0.26319 -0.226
H -2.24807 -1.28062 0.82036 0.462
C 0.78339 -1.61203 1.49365 -0.282
H -4.29795 0.04927 -0.56639 0.180

Record 2
9
Properties=species:S:1:pos:R:3:nbo_charge:R:1 method="wB97M-V/def2-TZVPD" homo_lumo_gap_ha="0.298 / 0.298" charge=0 lumo_energy_ev="0.535 / 0.535" e_above_lowest_kj_mol=350.1
H 1.46134 1.25243 -0.56435 0.231
C -1.91830 -0.31368 0.92860 -0.326
H 2.12690 -0.34601 -0.36596 0.242
S -0.73258 -1.51986 0.38268 0.311
H 1.20241 0.21125 -1.80642 0.228
O -1.04716 0.70238 0.40517 -0.404
H -2.23508 -0.28636 1.98417 0.204
C 1.24769 0.29268 -0.78173 -0.656
C -0.10522 0.00718 -0.18216 0.169

Record 3
16
Properties=species:S:1:pos:R:3:nbo_charge:R:1 method="wB97M-V/def2-TZVPD" homo_lumo_gap_ha="0.293 / 0.293" charge=0 smiles="N=C=C1C=CN/C1=N/C=N/F" lumo_energy_ev="-0.038 / -0.039" e_above_lowest_kj_mol=0.0
C 0.83255 -0.41504 0.40327 -0.368
H 3.36227 1.16166 -0.93120 0.217
N -0.73796 -1.57808 1.95431 -0.572
H -3.00970 1.08211 -0.30307 0.181
N -1.00282 1.12534 -0.50907 -0.577
F -3.74378 -1.02392 -0.30944 -0.293
C 0.19102 0.67102 -0.39504 0.499
N 1.27879 1.37058 -0.88623 -0.548
H 1.16748 2.17002 -1.39420 0.417
C 2.44894 0.62435 -0.60424 -0.012
N -2.33043 -0.79813 -0.37013 -0.156
C -2.12540 0.47056 -0.31561 0.215
C 2.30605 -0.39366 0.25322 -0.266
H 3.01178 -1.18748 0.54932 0.254
H -1.58421 -2.10331 1.80443 0.423
C -0.06461 -1.17601 1.05367 0.587

Record 4
17
Properties=species:S:1:pos:R:3:nbo_charge:R:1 method="wB97M-V/def2-TZVPD" homo_lumo_gap_ha=0.347 charge=0 smiles="C=CC.C=CN" lumo_energy_ev=1.116 e_above_lowest_kj_mol=156.8
C 2.30562 -0.22575 0.28591 -0.512
H 1.49689 1.64361 0.84939 0.182
H -2.99962 0.69753 -0.16259 0.216
H -2.33434 0.23971 1.38689 0.210
C -2.07240 0.41537 0.34113 -0.650
H 2.65575 -0.81748 -0.54991 0.189
H -1.59506 -1.10374 -1.28550 0.192
C -1.60583 -0.89113 -0.21758 -0.167
C 1.77603 0.97612 0.04199 0.007
H 1.92732 1.12510 -2.00749 0.372
H 1.42625 2.49638 -1.21805 0.369
H -1.08242 -1.84400 1.57357 0.179
H 2.41422 -0.58827 1.29404 0.209
H -1.07326 -2.93168 0.08946 0.196
H -1.40590 1.27429 0.28263 0.222
N 1.40437 1.48062 -1.20471 -0.814
C -1.23762 -1.94668 0.50080 -0.399